1.
Entry from the OMol25 dataset: a gas-phase ion, C4H3I2O2 (charge -1) at a distorted geometry (ωB97M-V/def2-TZVPD).

Geometry as XYZ:
```
11
Properties=species:S:1:pos:R:3:nbo_charge:R:1
I -1.953 -2.109 1.202 0.164
I 2.024 0.977 2.603 0.113
O -0.159 -2.492 3.660 -0.743
O 1.627 -1.345 4.352 -0.721
C -0.263 -0.036 -0.129 -0.706
C 0.550 -0.541 2.569 -0.211
C 0.665 -1.566 3.647 0.637
C -0.481 -0.642 1.201 -0.191
H 0.450 -0.464 -0.779 0.222
H -1.129 -0.143 -0.694 0.215
H -0.167 1.159 0.071 0.222
```

Output
Highest occupied orbital energy (spin up / spin down) (eV): -4.3 / -4.4
Net charge: -1
SMILES: C/C(I)=C(\I)C(=O)[O-]
Largest force on an atom (hartree/bohr): 0.15885

---

2.
Entry from the OMol25 dataset: C4H3IO3 in the gas phase at a distorted geometry (ωB97M-V/def2-TZVPD).

Geometry as XYZ:
```
11
Properties=species:S:1:pos:R:3:nbo_charge:R:1
I 2.919 -0.417 0.834 0.195
O -0.996 1.005 -0.103 -0.438
O 0.707 2.379 0.587 -0.649
O 0.192 -2.350 -0.338 -0.649
C 0.282 1.149 0.294 0.564
C -1.206 -0.326 -0.383 -0.063
C 0.956 -0.020 0.316 -0.404
C -0.092 -1.053 -0.177 0.255
H -0.025 2.999 0.468 0.498
H -0.555 -2.794 -0.754 0.488
H -2.182 -0.573 -0.743 0.204
```

Output
Highest occupied orbital energy (eV): -8.3
SMILES: Oc1coc(O)c1I
Largest force on an atom (hartree/bohr): 0.06591

---

3.
Entry from the OMol25 dataset: a molecular structure, C4H3KO (ωB97M-V/def2-TZVPD).

Geometry as XYZ:
```
9
Properties=species:S:1:pos:R:3:nbo_charge:R:1
K 3.605 -0.535 -0.590 0.781
O 0.965 -0.422 -0.070 -0.519
C -3.650 0.673 -0.155 0.212
C -0.097 0.154 -0.112 0.401
C -1.374 -0.569 0.179 -0.113
C -2.544 0.052 0.050 -0.376
H -0.185 1.219 -0.399 0.159
H -1.298 -1.635 0.422 0.243
H 4.577 1.064 0.674 -0.787
```

Output
Highest occupied orbital energy (spin up / spin down) (eV): -6.0 / -6.0
Largest force on an atom (hartree/bohr): 0.01294

---

Which DFT total energy belongs to each record? In order, -24491.2829; -18438.2551; -22561.4322 eV.
Which relative energy (zero: lowest compared OMol25 entry of this formula, charge and spin) belongs to each record? In order, 2.309; 0.320; 3.760 eV.